(1)
Computed, not measured: a structure of composition C29H30N6O3PdS3, with wB97M-V/def2-TZVPD.

## Properties
charge = 0
frontier orbital gap = 7.88 eV
LUMO energy = -0.76 eV

Last column: Mulliken charge in e.
Cartesian coordinates (Å):
1 H 1.9942 3.8124 -4.8238  0.381
2 C -2.3601 -0.1606 2.5496  0.181
3 C -1.5702 2.3560 -4.5506  -0.018
4 H -2.0166 3.5439 -6.2753  0.399
5 H -2.1045 -1.6202 -0.1829  -0.571
6 H 1.3843 0.1032 0.6742  0.278
7 H 1.4163 -0.2040 2.8944  0.187
8 Pd -1.0078 0.7838 -2.1537  -0.411
9 H 4.0298 -2.4837 1.4415  0.390
10 C -2.5901 -2.4138 2.7460  -0.009
11 H 1.6706 -1.7253 2.0157  0.291
12 N -1.5973 2.5074 -0.6462  -0.791
13 C 4.0425 0.3173 3.4843  -1.697
14 H 2.1427 -1.5896 3.7041  0.532
15 S -2.7720 -3.9863 1.8550  1.099
16 S 3.3793 2.4514 -2.8528  -0.425
17 H 0.1185 -1.6907 0.1741  0.282
18 C -2.1850 -1.5071 -2.2158  0.514
19 C 3.5016 -0.5855 2.3669  2.155
20 H -3.6797 -3.1365 -0.5803  0.277
21 C 0.9934 3.4020 -4.7502  -0.841
22 H -0.2010 -3.0059 -0.9462  0.437
23 H 4.0472 -0.2231 4.4328  0.442
24 C -3.1420 1.1537 0.5860  -0.579
25 C 3.6363 1.6214 -1.3513  0.751
26 C 2.3533 0.4390 0.3329  1.812
27 S -1.3408 -0.9926 -3.6434  -0.400
28 C 0.6868 2.5057 -3.7287  0.698
29 C 1.6763 2.1015 -2.7295  1.007
30 C 4.7272 0.6683 0.5355  -0.507
31 C 2.0975 -1.0482 2.7584  -1.801
32 C 4.8103 1.3831 -0.6404  -1.391
33 C -0.9920 1.6439 1.5055  -0.328
34 H 0.2707 4.4755 -6.4551  0.397
35 C 3.5075 0.1867 1.0488  -0.039
36 O -4.1948 -3.9943 1.5569  -0.683
37 H 5.6409 0.4748 1.0825  0.442
38 C -2.8115 1.9544 -0.4942  -0.442
39 H 5.0624 0.6450 3.2805  0.358
40 H 4.3957 -2.3885 3.1688  0.448
41 H -2.1148 0.9191 4.4037  0.511
42 H -4.0965 0.6466 0.6294  0.552
43 C 4.3948 -1.8268 2.2328  -1.739
44 N -3.4427 -1.8867 -2.2662  -0.056
45 H 5.4265 -1.5596 2.0018  0.351
46 H -3.5161 2.1321 -1.2983  0.402
47 O -2.2865 -5.0052 2.7413  -0.669
48 N -1.5490 -1.3779 -1.0147  0.686
49 N -2.5280 -2.4045 4.0697  -0.516
50 C -0.7323 2.3883 0.3717  -0.551
51 H 5.7657 1.7409 -1.0001  0.401
52 C -1.2552 3.2565 -5.5612  -0.680
53 N 1.3294 1.4314 -1.6750  0.702
54 C -2.3759 -1.2157 4.6467  -0.457
55 H -3.8677 -1.8289 -3.1775  0.300
56 H 0.5072 -1.4656 -1.5497  0.329
57 O -1.9476 -3.7522 0.6668  -0.613
58 H -0.2342 1.5278 2.2699  0.361
59 C -2.2589 -0.0392 3.9243  -0.519
60 H 3.4196 1.2068 3.5997  0.354
61 H -4.5384 -1.5857 -0.4802  0.133
62 N -2.5396 -1.3389 1.9591  0.085
63 H -5.1330 -2.8544 -1.5548  0.387
64 C 2.4177 1.1436 -0.8716  -2.520
65 C -2.1901 0.9454 1.5762  0.991
66 C -0.1797 -1.9235 -0.8444  -1.134
67 C 0.0264 3.7788 -5.6649  -0.717
68 H -2.5662 1.9362 -4.4953  0.410
69 C -0.6076 1.9802 -3.6263  0.022
70 H 0.2287 2.8641 0.2279  0.607
71 H -2.3380 -1.2123 5.7306  0.447
72 C -4.2378 -2.3953 -1.1456  -0.684


(2)
Computed, not measured: a structure of composition C29H31NS3SiTeTi, with wB97M-V/def2-TZVPD.

## Properties
multiplicity = 2
⟨S²⟩ = 0.76
charge = -1
frontier orbital gap (alpha / beta) = 6.47 / 6.51 eV
LUMO energy (alpha / beta) = 2.45 / 2.45 eV

Last column: Mulliken spin population.
Cartesian coordinates (Å):
1 Si 2.6595 -0.8364 -0.6381  -0.027
2 Ti -0.2678 0.0333 0.4196  1.052
3 H 2.6188 4.1385 -1.2942  0.000
4 S 0.7739 -0.5763 5.8530  0.000
5 H 1.3838 -1.9030 1.1085  0.018
6 H 0.1943 1.3167 -1.5469  -0.015
7 H -6.6946 1.0913 1.3830  0.000
8 C 0.9938 1.9566 -1.1380  -0.001
9 H 1.8657 4.6554 1.5016  -0.001
10 H -4.5797 -2.3905 0.0491  0.000
11 H 1.6613 2.2254 2.1769  -0.003
12 C 3.4089 0.1899 -3.2179  -0.004
13 C 4.8213 -1.6793 1.0089  0.001
14 H -6.6623 -1.3451 0.8738  0.000
15 H 1.4846 5.3301 -0.6974  0.000
16 H 3.1672 3.6635 0.8906  0.000
17 C 1.1898 -1.5868 0.0729  -0.001
18 C 1.4331 -1.1662 -4.6061  0.001
19 H 1.8569 1.8132 -1.7886  0.002
20 C 0.5999 3.4224 -1.2040  0.006
21 H 0.2522 2.8697 1.3752  0.009
22 H 3.4666 1.5622 -0.1841  0.003
23 H -0.3270 3.6087 -0.6627  0.001
24 N 1.3677 1.5122 0.2469  0.028
25 C 2.0810 -0.8374 3.7052  -0.002
26 C 6.0612 -2.2218 1.3155  0.000
27 H 4.0628 -1.2726 4.6093  0.000
28 H 4.1796 -1.3600 1.8245  0.000
29 C -4.6436 1.3728 0.8313  0.004
30 C 6.8932 -2.6637 0.2947  0.000
31 C 5.2304 -2.0154 -1.3221  0.001
32 C 1.5354 -1.2993 -3.2244  0.003
33 H 6.3744 -2.3058 2.3491  0.000
34 C 1.3044 2.6257 1.2277  0.006
35 H 7.8614 -3.0902 0.5277  0.000
36 C 3.3141 0.3288 -4.5948  0.000
37 C 2.3220 -0.3528 -5.2922  0.000
38 C 2.0961 3.8541 0.7963  0.003
39 H 7.1138 -2.9136 -1.8245  0.000
40 H 4.0094 0.9685 -5.1254  0.000
41 C 2.7163 0.8691 0.2201  -0.007
42 H 0.8157 -1.9160 -2.6976  0.002
43 S -2.0196 1.7825 0.1129  -0.023
44 H -4.6438 2.4326 1.0563  0.000
45 C 0.8068 -0.5743 4.1349  0.013
46 H 0.7949 -2.4566 -0.4544  -0.010
47 C -5.7919 0.6197 1.0133  0.000
48 H 2.9077 -1.0571 6.9600  0.000
49 C -5.7744 -0.7418 0.7267  0.000
50 H 0.6514 -1.6911 -5.1414  0.000
51 H 2.9999 0.6770 1.2585  -0.006
52 H 2.3333 -0.9100 2.6582  0.002
53 C 3.0152 -1.0470 4.7634  0.001
54 C 4.3801 -1.5548 -0.3151  -0.003
55 C 2.5219 -0.6235 -2.5032  -0.005
56 H 4.1919 0.7256 -2.6876  0.000
57 C 2.4429 -0.9414 5.9936  0.000
58 H 0.4050 3.6688 -2.2496  0.000
59 C -4.6084 -1.3289 0.2637  0.005
60 H 4.9212 -1.9470 -2.3593  0.000
61 Te -0.9528 -0.1783 3.0388  -0.023
62 C 6.4736 -2.5634 -1.0235  0.000
63 S -1.9716 -1.3777 -0.4887  -0.034
64 H 2.2414 -0.2444 -6.3671  0.000
65 C -3.4605 0.7936 0.3656  0.006
66 C -3.4429 -0.5821 0.0779  0.001
67 C 1.7440 4.2712 -0.6503  0.000


(3)
Computed, not measured: a structure of composition C29H32B2BrCrF2N8O5S2, with wB97M-V/def2-TZVPD.

## Properties
multiplicity = 4
⟨S²⟩ = 3.89
charge = -2
frontier orbital gap (alpha / beta) = 5.89 / 5.24 eV
LUMO energy (alpha / beta) = 3.78 / 3.78 eV

Last column: Mulliken spin population.
Cartesian coordinates (Å):
1 N 0.4815 3.4827 1.9532  -0.041
2 C -0.9569 -5.1957 -0.9765  0.001
3 H 0.9934 3.1167 4.8688  -0.001
4 C 0.8200 4.0707 4.3654  0.000
5 C -3.5393 1.6946 0.0566  -0.001
6 H 1.4124 4.8316 4.8739  0.000
7 H -3.6475 2.8792 3.1055  0.001
8 O 0.5126 -6.4620 1.8867  0.000
9 O 0.4602 0.5928 -2.1450  -0.035
10 C -3.6748 3.2802 2.0912  -0.001
11 H -0.9341 -8.5489 -0.4135  0.000
12 C 0.3129 0.4385 -6.7895  0.000
13 F -0.6307 3.6296 -0.7517  0.005
14 S -0.2886 -2.5078 -0.9625  -0.006
15 H -2.0886 0.9511 4.8246  0.000
16 H -0.8140 2.0119 5.4064  0.000
17 C -2.3950 -7.4796 -1.5895  0.000
18 H 4.2183 0.5659 -1.2834  0.007
19 C -0.3867 -0.7824 -4.5053  0.004
20 C 1.2546 0.6325 -3.1520  0.018
21 C -1.0331 0.9884 5.1058  0.000
22 N 0.9515 -4.5552 0.2693  0.001
23 C -1.2647 -7.5890 -0.7909  0.000
24 C 3.7289 0.1387 -0.3934  0.000
25 H -2.9669 -8.3667 -1.8373  0.000
26 F 1.4667 3.4129 -1.6024  0.002
27 H 3.5894 3.1313 -0.4471  0.001
28 H -4.5641 1.7197 -0.2813  0.001
29 B -0.7167 2.4777 2.2870  -0.085
30 H 0.6731 -1.4187 4.5990  0.000
31 N -1.6830 2.0631 1.1685  0.035
32 B 0.6248 2.9741 -0.5684  -0.313
33 N -0.0621 1.1815 2.8081  -0.005
34 N 1.2023 3.5388 0.7991  0.045
35 H -1.1094 -0.9086 -7.6798  0.000
36 H 3.2965 4.7990 2.9373  0.000
37 H -3.5499 0.2821 -2.2102  0.000
38 H -3.2117 4.2677 2.1110  0.001
39 C 1.8822 -1.6957 1.8702  -0.009
40 Br 0.7383 1.2652 -8.4586  0.000
41 H -4.7171 3.3896 1.7920  0.000
42 H 1.7597 -1.6697 0.7898  -0.003
43 C 3.5015 4.1039 0.0398  -0.001
44 C -0.6284 -0.5755 -6.7667  0.001
45 H -0.2364 4.3175 4.4623  0.000
46 C 0.9394 0.8435 -5.6294  0.001
47 Cr 0.6998 0.8597 -0.2009  3.315
48 C -2.5701 0.1375 -1.7535  0.019
49 N -0.9714 -1.1871 -5.6384  0.000
50 C 2.4086 4.0335 1.0512  -0.013
51 H -3.6892 -6.1696 -2.6887  0.000
52 C 1.0547 -0.6469 2.5372  -0.009
53 O 2.5745 0.8166 -0.0618  0.040
54 O 1.9938 -6.8545 -0.0263  0.000
55 H -0.6715 -1.2995 -3.5959  -0.001
56 H -2.3748 -4.1069 -2.1371  0.001
57 N 0.6650 0.4615 1.9210  0.052
58 H 1.6999 1.6124 -5.6127  0.000
59 N -1.3573 1.2103 0.1480  -0.050
60 H 2.9422 -1.5455 2.0909  0.001
61 C 0.5551 -0.6463 3.8537  -0.001
62 H 1.5920 -2.6907 2.2095  0.000
63 O 2.4209 0.9761 -3.2325  0.012
64 H -1.3573 2.9974 3.1606  0.001
65 H -0.8863 0.3334 5.9642  0.000
66 C -2.9906 2.3710 1.1196  0.017
67 C 2.4642 4.3609 2.4084  -0.002
68 C -2.8013 -6.2363 -2.0712  0.000
69 C -0.0229 -4.1018 -0.5084  0.007
70 S 0.8568 -6.1545 0.5184  0.000
71 H 4.4351 4.3550 0.5462  0.000
72 C -2.4760 0.9828 -0.5261  0.003
73 C 1.2451 3.9947 2.9372  -0.005
74 H 4.4594 0.1741 0.4351  0.000
75 C -0.5705 -6.4302 -0.5013  0.000
76 C -0.1701 0.5221 3.9749  -0.005
77 C -2.0841 -5.0838 -1.7701  0.001
78 C 0.5701 0.2267 -4.4502  -0.001
79 H -1.7903 0.4189 -2.4595  0.004
80 H 3.5598 -0.9276 -0.6184  -0.003
81 H -2.4327 -0.9220 -1.5253  -0.003
82 H 3.2988 4.8416 -0.7348  -0.002


The largest force on an atom results, record by record, are as follows: 0.3; 0.8; 0.8 eV Å⁻¹.
The relative energy (zero: lowest compared OMol25 entry of this formula, charge and spin) results, record by record, are as follows: 5.7; 0.0; 7.1 kcal per mole.